(1)
The following is a quantum chemistry calculation of a molecular structure, C3H14K3NO7, from the Open Molecules 2025 dataset.

Summary:
Highest occupied orbital energy ... -13.94 eV
Net charge ... +2
Lowest unoccupied orbital energy ... -6.643 eV
Multiplicity ... 1
Frontier orbital gap ... 7.30 eV
Energy relative to the best compared isomer or geometry (same formula, charge and spin) ... 0.00 kcal/mol

Last column: Löwdin charge in e.
Geometry (Å):
K -3.2958 0.9865 1.5513  0.9203
K -2.7858 -5.3851 0.3005  0.9688
K -3.7380 -1.8059 -3.5178  0.9735
N -1.9609 -1.6584 -0.6558  -0.5662
O -2.0358 -2.8859 -0.9888  -0.1389
O -1.7870 -1.3048 0.5196  -0.0439
O -1.9782 -0.8113 -1.5877  -0.1221
O 0.9119 -3.1754 0.6924  -0.0355
H 0.1006 -2.6841 0.5255  -0.0163
H 0.6258 -3.9762 1.1413  0.0317
O 0.5758 0.1457 -2.6853  -0.0483
H 1.0952 -0.5820 -3.0496  0.0530
H -0.0768 -0.2753 -2.1135  -0.0191
O -1.5563 2.4886 -1.0289  -0.0531
H -1.2942 1.7280 -1.5625  0.0196
H -2.0850 3.0423 -1.6173  0.0604
C 1.2147 0.1278 1.6783  -0.0620
C 1.5252 1.6134 1.5498  -0.4596
C 2.4712 2.0209 0.4504  -0.0433
O 0.2694 2.3606 1.4179  -0.0899
H 0.4209 -0.0569 2.4096  0.0731
H 2.0096 -0.3788 2.2430  0.0896
H 1.0675 -0.3633 0.7170  0.0620
H 1.8760 1.9193 2.5428  0.1391
H 2.1172 1.7424 -0.5444  0.0784
H 3.4273 1.5258 0.6446  0.0943
H 2.6618 3.0918 0.4969  0.0913
H 0.2240 2.5499 0.4705  0.0431

***

(2)
The following is a quantum chemistry calculation of 3 unconnected molecules or ions with the total composition C3H14N2O2, from the Open Molecules 2025 dataset.

Summary:
Highest occupied orbital energy ... -9.71 eV
Lowest unoccupied orbital energy ... 0.661 eV
SMILES string ... CCNCN.O.O
Multiplicity ... 1
Frontier orbital gap ... 10.37 eV
Energy relative to the best compared isomer or geometry (same formula, charge and spin) ... 46.83 kcal/mol

Last column: Löwdin charge in e.
Geometry (Å):
C -0.2982 -0.9538 2.2149  -0.0744
C -0.3074 0.1633 1.0051  -0.2469
N -0.4623 -0.4144 -0.3663  -0.1291
C 0.3762 0.3472 -1.3483  -0.2850
N 0.4553 -0.3214 -2.6681  0.0151
H 0.7593 -1.4071 2.2076  0.0786
H -0.4316 -0.6293 3.2266  0.0391
H -1.0895 -1.7700 1.9717  0.0870
H 0.5218 0.8688 1.1418  0.0964
H -1.1713 0.6614 1.2702  0.0643
H -0.1114 -1.4661 -0.2750  0.1558
H -0.1955 1.3857 -1.4876  0.1586
H 1.2902 0.6243 -0.9448  0.0571
H -0.3350 -0.1589 -3.2324  0.0411
H 0.4090 -1.3361 -2.5453  0.0650
O 3.0640 2.8517 0.6901  -0.0716
H 3.0098 3.8049 0.7697  0.0285
H 2.4241 2.6095 -0.0197  0.0343
O -3.0354 -1.4735 -0.6400  -0.1459
H -2.7114 -2.3985 -0.5947  0.0228
H -2.1607 -0.9876 -0.3753  0.0090

***

(3)
The following is a quantum chemistry calculation of 3 unconnected molecules or ions with the total composition C3H14N2O2, from the Open Molecules 2025 dataset.

Summary:
Highest occupied orbital energy ... -9.06 eV
Lowest unoccupied orbital energy ... 0.556 eV
SMILES string ... C[C@H](N)CN.O.O
Multiplicity ... 1
Frontier orbital gap ... 9.61 eV
Energy relative to the best compared isomer or geometry (same formula, charge and spin) ... 20.93 kcal/mol

Last column: Löwdin charge in e.
Geometry (Å):
C -0.4438 2.1901 0.5408  -0.0660
C 0.3522 1.0551 -0.1562  -0.4536
N 0.1588 -0.2601 0.4539  0.0319
C 1.8172 1.3995 -0.1796  -0.2788
N 2.6544 0.5881 -1.0654  0.0008
H -1.0808 2.7089 -0.1703  0.0668
H -1.1295 1.7741 1.2861  0.0582
H 0.1458 2.9400 1.0680  0.0696
H -0.0551 0.9343 -1.1615  0.1300
H 0.5555 -0.3506 1.3782  0.0760
H -0.7952 -0.5749 0.4129  0.0358
H 2.2327 1.3411 0.8355  0.1193
H 1.9858 2.4538 -0.4327  0.1053
H 2.1321 0.1099 -1.7772  0.0573
H 3.2332 -0.0676 -0.5701  0.0557
O -3.3086 -0.3413 0.6327  -0.0665
H -2.8523 0.2262 -0.0123  0.0290
H -3.4000 0.2506 1.3962  0.0432
O -0.3810 -4.0407 -0.4690  -0.0641
H -0.3318 -3.3935 0.2454  0.0219
H -1.1257 -3.8386 -1.0393  0.0283

***

(4)
The following is a quantum chemistry calculation of 4 unconnected molecules or ions with the total composition C3H14N2O3, from the Open Molecules 2025 dataset.

Summary:
Highest occupied orbital energy ... -7.80 eV
Lowest unoccupied orbital energy ... 0.744 eV
SMILES string ... C/C(N)=C/N.O.O.O
Multiplicity ... 1
Frontier orbital gap ... 8.55 eV
Energy relative to the best compared isomer or geometry (same formula, charge and spin) ... 34.50 kcal/mol

Last column: Löwdin charge in e.
Geometry (Å):
C -0.1999 1.1367 -2.2540  -0.0968
C -0.3942 0.3912 -1.0083  -0.4260
N -0.1965 1.0905 0.2339  0.0422
C -0.7557 -0.9454 -1.0594  -0.1453
N -0.8060 -1.5347 0.2132  -0.0293
H -0.8128 2.2364 -2.0932  0.1418
H -0.7963 0.6362 -3.1435  0.1052
H 0.8804 1.2987 -2.4982  0.0777
H 0.7008 1.6327 0.1883  0.0955
H 0.0679 0.4613 1.0284  0.0910
H -1.1655 -1.3683 -1.9417  0.0949
H -1.3580 -0.9049 0.8264  0.0566
H -1.4446 -2.3386 0.2710  0.1040
O 1.8208 -1.6039 0.9962  -0.1348
H 2.1547 -2.2266 0.3083  0.0697
H 0.8341 -1.8860 1.1424  0.0702
O -2.6397 0.5991 1.2840  -0.0872
H -3.3069 1.1693 1.6716  0.0378
H -1.8100 1.1064 1.1163  0.0053
O 2.7372 0.9014 0.7341  -0.1478
H 3.4850 0.6386 1.3325  0.0538
H 2.3424 -0.0141 0.4771  0.0216

***

(5)
The following is a quantum chemistry calculation of 4 unconnected molecules or ions with the total composition C3H14N2O3, from the Open Molecules 2025 dataset.

Summary:
Highest occupied orbital energy (spin up / spin down) ... -13.21 / -15.42 eV
Net charge ... +1
Lowest unoccupied orbital energy (spin up / spin down) ... -2.978 / -6.003 eV
Multiplicity ... 2
Frontier orbital gap (spin up / spin down) ... 10.23 / 9.42 eV
Energy relative to the best compared isomer or geometry (same formula, charge and spin) ... 0.00 kcal/mol

Last column: Löwdin spin population.
Geometry (Å):
C -1.3596 2.6783 -0.3815  0.0210
C -0.7051 1.3343 -0.3854  0.1757
C 0.1757 1.0031 -1.4157  0.3335
N 0.9470 -0.1078 -1.4631  0.2013
N -0.8985 0.4824 0.5984  0.2055
H -0.5830 3.3835 -0.0875  0.0084
H -1.7414 2.9743 -1.3510  0.0041
H -2.1354 2.7055 0.3567  0.0007
H 0.2401 1.6824 -2.2575  0.0110
H 1.4657 -0.2415 -0.5717  0.0131
H 1.7162 0.0284 -2.1295  0.0038
H -1.5329 0.6367 1.3690  0.0054
H -0.6779 -0.4877 0.3745  0.0051
H -0.7520 -2.9946 -0.9052  0.0001
H 0.5634 -2.2854 -1.2651  0.0019
O 0.2114 -3.0673 -0.8580  0.0052
H 2.2525 0.4796 1.9891  0.0001
H 1.3213 -0.7244 1.8465  0.0004
O 2.1590 -0.3619 1.5312  0.0034
H -0.0111 -2.6280 0.9133  0.0000
H -0.1778 -2.3553 2.4870  0.0000
O -0.4778 -2.1345 1.6054  0.0004

***

(6)
The following is a quantum chemistry calculation of 3 unconnected molecules or ions with the total composition C3H14N4O, from the Open Molecules 2025 dataset.

Summary:
Highest occupied orbital energy ... -7.62 eV
Lowest unoccupied orbital energy ... 0.865 eV
SMILES string ... [H]/N=C/C.NNN.CO
Multiplicity ... 1
Frontier orbital gap ... 8.48 eV
Energy relative to the best compared isomer or geometry (same formula, charge and spin) ... 101.24 kcal/mol

Last column: Löwdin charge in e.
Geometry (Å):
H 2.6789 0.1643 0.7181  0.0655
N 1.9553 0.7879 0.3708  0.0563
C 1.7071 0.6515 -0.8824  -0.3101
C 0.7265 1.5582 -1.5517  -0.0892
H 2.3050 0.0208 -1.5494  0.1168
H -0.0266 1.9201 -0.8528  0.0596
H 0.2768 1.0887 -2.4245  0.0709
H 1.2598 2.4450 -1.9046  0.0809
N -1.7044 1.0350 0.9397  0.0078
N -0.5667 0.3169 1.3630  -0.3082
N -0.8154 -0.7281 2.2987  0.0249
H -2.1184 1.4903 1.7491  0.0669
H -2.3901 0.3570 0.6031  0.0679
H 0.4088 0.6867 1.1613  0.0685
H -0.0399 -0.7712 2.9493  0.0662
H -0.8675 -1.6137 1.7969  0.0490
C -0.0770 -1.4373 -0.8782  -0.2087
O -1.2558 -2.1575 -0.4580  -0.1790
H 0.7583 -2.0330 -0.5057  0.0606
H -0.0006 -1.4781 -1.9697  0.0706
H -0.2095 -0.4676 0.0056  0.0914
H -2.0047 -1.8361 -0.9787  0.0713

***

(7)
The following is a quantum chemistry calculation of 2 unconnected molecules or ions with the total composition C3H14N5, from the Open Molecules 2025 dataset.

Summary:
Highest occupied orbital energy ... -13.30 eV
Net charge ... +1
Lowest unoccupied orbital energy ... -2.525 eV
Multiplicity ... 1
Frontier orbital gap ... 10.78 eV
Energy relative to the best compared isomer or geometry (same formula, charge and spin) ... 14.22 kcal/mol

Last column: Löwdin charge in e.
Geometry (Å):
C -0.7847 1.2426 -1.4974  0.0288
C 1.3443 -0.3519 0.0505  -0.2845
C 0.1803 0.8805 -0.1906  -0.4413
N 0.9014 -1.5478 0.2453  0.1802
N 2.5797 0.0614 0.0067  0.1933
N 0.9996 2.0636 0.0226  0.0331
N -0.7506 0.5416 0.8641  0.0396
N -1.6686 -2.1611 0.0663  0.0484
H -1.3495 0.3698 -1.7956  0.0620
H -0.1606 1.5936 -2.3096  0.0768
H -1.4429 2.0271 -1.1463  0.0764
H 1.5501 -2.3017 0.4307  0.1335
H -0.1660 -1.7738 0.1929  0.0433
H 2.7015 1.0521 -0.1965  0.1107
H 3.3726 -0.5423 0.1631  0.1398
H 0.6178 2.9020 -0.3934  0.0921
H 1.1735 2.2338 1.0077  0.1008
H -1.5194 1.1977 0.9286  0.0934
H -0.3040 0.4772 1.7718  0.0963
H -2.0297 -2.5928 0.9080  0.0692
H -2.1545 -1.2790 -0.0536  0.0392
H -1.8996 -2.7638 -0.7148  0.0689

***

(8)
The following is a quantum chemistry calculation of 3 unconnected molecules or ions with the total composition C3H14NO2, from the Open Molecules 2025 dataset.

Summary:
Highest occupied orbital energy ... -13.72 eV
Net charge ... +1
Lowest unoccupied orbital energy ... -3.037 eV
Multiplicity ... 1
Frontier orbital gap ... 10.68 eV
Energy relative to the best compared isomer or geometry (same formula, charge and spin) ... 19.84 kcal/mol

Last column: Löwdin charge in e.
Geometry (Å):
C 1.9988 -0.3428 0.5838  -0.0644
C 0.9339 0.6915 0.3848  -0.1979
N 0.1919 0.9267 1.6694  -0.0077
C -0.8570 1.9692 1.6521  0.0049
H 1.6092 -1.3597 0.5904  0.0911
H 2.6977 -0.3397 -0.2504  0.0963
H 2.6218 -0.2520 1.4740  0.0891
H 1.3267 1.6487 0.0606  0.1347
H 0.2489 0.3856 -0.4029  0.1140
H 0.9438 1.1512 2.3223  0.1770
H -0.1940 0.0431 1.9971  0.1673
H -1.4465 1.8883 2.5501  0.1056
H -1.4740 1.7979 0.7786  0.0943
H -0.4160 2.9528 1.6239  0.1060
H -0.2063 -2.1976 -5.1311  0.0325
H -1.1768 -3.3655 -5.1437  0.0374
O -0.4586 -2.9805 -4.6255  -0.0696
H -2.4152 -1.3316 0.5128  0.0644
H -2.1105 -0.6131 -0.7843  0.0707
O -1.8177 -0.6725 0.1380  -0.0456

***

- Which of these has the highest energy relative to the best compared isomer or geometry (same formula, charge and spin)?
  C3H14N4O